A 5-piece molecular cluster, C47H53N5O13 overall at a distorted geometry, computed with the ωB97M-V functional and the def2-TZVPD basis.

Cartesian coordinates (Å):
C: 2.679 12.556 -1.119
O: 3.935 2.763 0.160
C: 0.133 1.986 -0.986
H: 4.073 -4.041 -2.244
C: -4.253 3.011 -1.239
N: -1.944 3.487 -0.528
H: 2.001 2.862 -1.992
H: 2.887 1.087 -0.215
C: 2.842 10.301 -0.283
C: 1.738 -0.722 -1.108
C: 2.997 -9.254 3.689
C: -6.289 0.930 -0.259
H: 7.250 4.835 0.404
C: -4.837 -1.618 -4.830
C: 4.912 -7.926 3.075
O: 1.054 -9.749 5.536
C: -4.455 -0.029 1.601
H: -5.639 -2.037 -1.403
C: -5.196 -2.912 -0.814
C: -6.668 1.931 -1.407
C: 4.030 -8.968 2.804
C: -4.573 -6.955 3.334
H: 0.076 4.081 -0.211
C: -2.961 3.916 -1.482
H: -5.150 -7.664 5.279
O: -1.904 1.905 1.381
H: 4.393 -1.410 -1.191
N: -3.757 -6.157 1.143
H: 2.358 9.418 0.118
C: -3.512 -6.772 2.450
H: 3.323 0.628 -1.941
C: 1.467 1.849 -1.869
O: -4.534 -1.932 -6.003
H: 2.318 -10.071 3.468
O: -2.916 4.791 -2.381
H: 2.210 -3.622 -2.047
H: 3.467 4.370 -1.625
H: -7.714 1.868 -1.878
H: -0.371 3.997 -1.983
C: -3.039 -7.896 4.938
H: -3.010 -3.549 -1.095
C: 4.056 12.589 -1.323
C: -3.991 -3.539 -1.678
O: 2.435 -1.660 -0.261
H: 5.906 11.521 -1.162
C: -1.985 -7.718 4.047
O: 5.810 3.031 1.208
C: -3.891 2.051 -0.074
C: 5.324 4.475 -0.519
C: 5.958 6.595 -2.187
H: 1.621 -1.074 -2.202
C: 2.073 11.414 -0.604
H: -2.949 -3.183 -3.672
H: -0.626 1.208 -1.338
H: -5.858 3.725 -2.770
H: 2.076 13.425 -1.363
H: -4.264 -4.606 -2.003
C: 6.542 5.135 -0.360
H: 3.621 -6.832 6.011
H: -5.668 0.045 -3.548
H: 5.450 -6.347 4.433
C: 6.856 6.196 -1.201
H: 4.523 13.481 -1.728
C: 4.740 5.939 -2.333
C: 4.834 11.482 -1.002
H: 0.657 -0.666 -0.701
C: -4.331 -7.520 4.582
H: -2.856 -1.645 1.422
H: -3.414 -0.987 -0.196
C: -3.795 -2.714 -3.063
C: -4.877 0.978 0.429
H: 4.152 -9.560 1.903
H: 3.320 -2.587 -3.070
H: -3.938 0.369 -4.227
C: 4.760 -7.160 4.227
H: -5.583 -6.663 3.070
C: -4.973 -0.057 -4.451
H: -4.323 -3.469 1.186
O: -4.898 -5.802 0.885
C: 3.285 -3.231 -2.108
O: -2.805 -6.029 0.386
H: 4.042 6.256 -3.102
H: 0.435 1.747 0.103
H: -2.853 -8.330 5.916
H: -5.768 -2.299 1.278
H: -0.981 -8.014 4.330
N: 5.039 9.184 -0.120
C: -3.785 -1.317 0.848
C: 4.222 10.344 -0.479
C: -2.218 -7.156 2.796
H: 5.723 -7.710 2.385
C: 2.442 0.731 -1.196
N: 1.781 -8.799 5.791
H: -3.677 0.402 2.314
H: 1.163 1.413 -2.893
H: 4.137 -2.848 -0.089
H: -5.417 0.489 -5.350
C: -0.520 3.450 -0.977
C: 2.855 -8.488 4.844
C: 4.418 4.874 -1.499
H: 0.999 11.393 -0.449
C: 3.728 -7.436 5.117
H: 6.210 7.421 -2.845
C: -2.420 2.445 0.376
O: 4.463 8.193 0.321
N: 4.999 3.340 0.348
C: -4.805 -2.551 0.696
O: 1.675 -8.095 6.784
H: -3.527 -1.633 -2.755
O: -5.017 -2.667 -3.860
C: -5.629 2.984 -1.933
H: -5.333 -0.391 2.234
H: 7.804 6.713 -1.091
C: 3.611 -2.205 -0.895
H: -6.020 -3.724 -0.781
O: 6.255 9.271 -0.275
H: -7.037 0.137 0.102
H: -1.388 -7.023 2.111

Atomic forces in eV per Å
0.02 -0.02 0.01
0.71 0.68 0.21
0.27 0.13 0.50
-1.17 0.99 0.47
-1.58 -2.32 1.68
-0.61 -0.95 -0.95
-0.77 -1.69 0.17
-1.00 -0.76 -1.25
-0.06 -0.07 0.04
-0.88 1.07 -0.53
-0.05 -0.09 -0.05
2.45 2.48 -1.13
-0.24 -0.10 -0.06
1.04 -0.63 -3.24
-0.03 -0.01 0.02
0.28 0.46 0.06
0.39 -0.43 -1.18
0.64 -0.95 1.05
-0.22 -0.93 -0.04
3.29 -0.11 1.42
0.01 0.17 0.21
-0.12 0.03 0.01
-0.79 -1.00 -1.27
-1.90 0.29 -1.65
0.07 0.03 -0.12
-0.56 2.36 -3.59
-1.44 -1.02 0.24
-0.07 0.14 -0.51
0.26 0.04 -0.04
0.15 -0.33 0.75
-1.20 0.13 1.27
-0.40 -1.05 0.37
-1.26 0.98 4.15
0.01 0.15 0.22
0.79 -2.96 3.37
1.71 0.28 0.20
0.20 -0.04 0.18
1.89 0.14 0.82
-0.79 -1.00 1.52
-0.02 0.00 -0.01
-1.26 0.01 -0.93
-0.15 -0.20 0.10
-0.82 0.26 -1.21
0.54 0.43 -1.68
-0.14 -0.20 0.11
-0.22 0.07 -0.04
-0.45 0.14 -0.47
-2.67 0.75 -2.30
0.17 0.64 -0.52
-0.01 -0.06 0.00
0.29 0.15 1.61
0.25 0.05 -0.06
-1.16 0.73 0.70
0.92 1.07 0.53
0.27 -1.29 1.39
0.07 -0.11 0.02
0.57 1.48 0.76
0.07 -0.01 0.02
-0.14 -0.21 -0.07
1.14 0.03 -1.17
-0.12 -0.09 0.01
-0.20 -0.14 -0.08
-0.01 -0.13 0.05
0.20 -0.04 0.18
0.10 0.04 -0.02
1.85 0.05 -0.41
0.24 0.03 -0.16
-1.26 0.46 -0.66
-0.57 -0.47 1.63
0.92 0.17 1.73
-0.74 2.28 -1.39
-0.06 0.05 0.12
-0.11 -1.23 1.29
-1.45 -0.63 -0.23
-0.14 -0.20 -0.09
0.22 0.03 -0.15
-0.47 -1.04 0.39
-0.89 1.30 -0.76
0.52 -0.25 0.11
-0.17 1.89 -0.94
-0.46 -0.03 0.38
0.04 -0.07 0.11
-0.71 0.23 -1.70
0.00 0.04 -0.13
1.43 -0.51 -0.85
-0.12 0.02 -0.06
0.39 -0.72 0.27
0.00 0.05 -0.12
-0.46 0.64 -0.20
0.09 0.01 -0.03
-0.11 -0.02 0.08
0.21 -0.01 -1.05
-0.39 -0.07 0.45
-1.14 -0.17 -1.25
0.55 1.05 1.34
-0.98 1.20 -1.03
0.71 -0.94 1.24
2.01 0.88 0.55
0.65 0.18 -0.54
-0.06 -0.02 -0.01
0.14 -0.05 -0.01
0.01 0.06 0.08
-0.02 -0.08 0.09
-1.73 -1.83 1.53
0.50 0.80 -0.36
0.00 -0.37 0.44
0.03 0.21 -0.16
0.04 -0.34 -0.52
-0.18 -1.53 -0.57
1.06 1.97 -0.63
1.09 -2.14 2.97
0.97 0.67 -1.07
-0.14 -0.06 0.05
1.11 -1.77 0.54
1.22 1.39 0.04
-0.90 -0.08 0.10
1.25 1.45 -0.68
-0.25 0.08 -0.04

Summary:
Lowest unoccupied orbital energy in eV: -0.805
Kohn-Sham gap in eV: 8.230
E_tot in eV: -83648.442